DFT (ωB97M-V/def2-TZVPD) results for 8 unconnected molecules or ions with the total composition C51H86FN7O5P2S3.

Each line ends with the Mulliken charge.
Cartesian coordinates (Å):
C  -2.9245  -2.4271  9.7822  -0.95
C  -3.1632  -0.8454  9.6232  -0.10
S  -4.3445  -0.5981  8.2226  -0.03
C  -3.7598  -1.4443  6.7401  -2.53
C  -3.8566  -0.7762  5.2902  1.91
P  -2.9926  -2.2366  4.3692  0.13
S  -2.9175  -2.2435  2.4564  -0.33
C  -3.0344  0.5807  5.1396  1.50
C  -2.2208  0.7942  3.8074  -1.79
C  -0.7906  0.1885  3.6675  0.40
C  -0.1887  0.7771  2.3078  -0.97
O  0.7668  -0.1296  1.6935  -0.48
C  1.8545  -0.2175  2.5753  0.98
C  2.0866  -1.6296  3.2154  -0.95
O  2.5760  0.7121  2.8084  -0.63
C  -2.0368  0.8983  6.3338  -1.12
F  -1.0765  -0.0869  6.6260  -0.49
C  -1.2583  2.2829  6.1608  -0.47
C  -0.3417  2.4448  7.4522  -1.20
O  -3.9062  1.7618  5.2573  -0.69
S  -4.9012  1.9691  3.9888  1.37
O  -6.0391  2.7510  4.4927  -0.71
O  -4.3566  2.7755  2.8850  -0.71
C  -5.4098  0.2973  3.4744  -1.72
C  -5.3713  -0.7263  4.7135  1.33
C  -5.9063  -2.0909  4.1364  0.17
C  -6.2494  -2.2936  2.7058  -0.49
C  -6.7503  -3.5650  2.1726  -0.76
C  -6.9531  -4.7342  3.0133  -0.58
C  -6.6739  -4.5601  4.4291  -1.06
C  -6.1795  -3.2990  4.9460  0.03
P  -6.6832  -0.0440  5.8835  0.49
C  -8.2301  0.5503  4.9807  -1.06
C  -7.4022  -1.2634  7.0959  -1.07
H  -3.5000  -2.9873  8.9927  0.20
H  -3.2965  -2.7797  10.7736  0.29
H  -1.8454  -2.6651  9.6175  0.30
H  -2.1890  -0.3848  9.2944  0.00
H  -3.5155  -0.3689  10.5660  0.49
H  -2.7012  -1.8074  6.9147  0.91
H  -4.3185  -2.4227  6.6438  0.52
H  -1.6563  -2.1983  4.9036  0.11
H  -3.5207  -3.4853  4.8392  0.23
H  -2.7675  0.5109  2.8643  0.12
H  -2.1069  1.9101  3.6700  0.70
H  -0.7153  -0.9185  3.5545  0.00
H  -0.0480  0.4789  4.4534  0.13
H  0.3176  1.7569  2.4990  0.30
H  -1.0170  0.9858  1.5759  0.45
H  3.1797  -1.8937  3.2899  0.29
H  1.6671  -1.5851  4.2566  0.21
H  1.5591  -2.4470  2.6670  0.36
H  -2.5804  1.1283  7.2949  0.73
H  -1.9794  3.1380  6.1489  0.35
H  -0.5829  2.3173  5.2785  0.26
H  0.1436  3.4577  7.4338  0.42
H  0.4517  1.6559  7.5180  0.27
H  -1.0302  2.3680  8.3356  0.28
H  -4.7743  -0.1079  2.6345  0.39
H  -6.4285  0.3421  2.9992  0.67
H  -6.1185  -1.5156  1.9265  0.27
H  -6.9667  -3.6687  1.0796  0.35
H  -7.3036  -5.6788  2.5398  0.37
H  -6.8502  -5.4251  5.1163  0.36
H  -6.0401  -3.2839  6.0534  0.11
H  -9.1582  0.2070  5.5274  0.43
H  -8.3400  0.0940  3.9522  0.31
H  -8.3093  1.6664  4.9595  0.34
H  -7.9776  -0.7500  7.9165  0.33
H  -8.1742  -1.8929  6.5541  0.36
H  -6.6943  -1.9778  7.5716  0.34
C  1.8528  0.1360  -2.3412  -1.30
C  2.6882  -0.0759  -1.0831  -0.05
C  4.0489  -0.7167  -1.3710  0.56
C  3.8654  -2.0536  -1.9947  0.20
N  3.7236  -3.0849  -2.4815  -0.56
H  1.6128  -0.8113  -2.8297  0.28
H  0.9069  0.6200  -2.0917  0.47
H  2.3801  0.7704  -3.0602  0.17
H  2.1263  -0.7006  -0.3855  -0.07
H  2.8461  0.8886  -0.5945  0.44
H  4.6126  -0.8342  -0.4427  -0.38
H  4.6342  -0.0872  -2.0463  0.26
C  7.7256  2.9381  3.2327  -1.37
C  6.4260  2.1678  3.0204  -0.09
C  5.2188  2.8409  3.6766  0.13
C  5.4281  2.9395  5.1449  0.18
N  5.5928  3.0157  6.2789  -0.46
H  7.9868  3.0013  4.2911  0.36
H  8.5525  2.4374  2.7240  0.37
H  7.6487  3.9536  2.8361  0.33
H  6.5439  1.1557  3.4171  0.13
H  6.2396  2.0729  1.9471  0.35
H  4.3142  2.2599  3.4851  -0.21
H  5.0700  3.8435  3.2696  0.35
C  3.8429  -0.9655  -7.3311  -1.28
C  3.6630  -1.2917  -5.8527  0.13
C  2.4358  -2.1599  -5.5735  -0.22
C  1.2044  -1.4522  -6.0109  0.22
N  0.2548  -0.9001  -6.3491  -0.63
H  3.0033  -0.3855  -7.7198  0.14
H  4.7455  -0.3693  -7.4779  0.39
H  3.9371  -1.8761  -7.9279  0.38
H  3.5871  -0.3556  -5.2903  -0.02
H  4.5538  -1.8118  -5.4928  0.36
H  2.3639  -2.3719  -4.5055  0.07
H  2.5083  -3.1116  -6.1042  0.40
C  3.3280  2.7126  -7.0629  -1.02
C  2.7375  3.3362  -5.8026  -0.16
C  3.7433  4.1970  -5.0340  -0.45
C  4.8982  3.3654  -4.6031  0.28
N  5.7868  2.7184  -4.2705  -0.49
H  4.1498  2.0328  -6.8287  0.23
H  2.5676  2.1328  -7.5894  0.23
H  3.7011  3.4817  -7.7443  0.39
H  2.3630  2.5394  -5.1535  0.01
H  1.8797  3.9536  -6.0804  0.36
H  3.2708  4.6307  -4.1507  0.30
H  4.1062  5.0153  -5.6596  0.33
C  7.6540  -3.3690  0.5001  -1.18
C  8.0044  -1.8868  0.5778  -0.55
C  7.6274  -1.2544  1.9210  0.00
C  6.1622  -1.3645  2.1427  0.13
N  5.0287  -1.4496  2.3090  -0.43
H  6.5780  -3.5335  0.5896  0.32
H  7.9660  -3.7829  -0.4601  0.34
H  8.1552  -3.9322  1.2916  0.33
H  7.4969  -1.3590  -0.2345  0.26
H  9.0783  -1.7657  0.4176  0.37
H  7.9089  -0.1996  1.9328  -0.05
H  8.1493  -1.7532  2.7405  0.39
C  -1.4672  -2.0066  -11.6182  -1.10
C  -1.1601  -2.2900  -10.1522  -0.61
C  -0.4698  -1.1170  -9.4587  0.47
C  0.8252  -0.8188  -10.1245  0.26
N  1.8267  -0.5882  -10.6389  -0.55
H  -0.5557  -1.8430  -12.1974  0.34
H  -1.9884  -2.8543  -12.0673  0.34
H  -2.1034  -1.1234  -11.7213  0.22
H  -0.5342  -3.1845  -10.0865  0.32
H  -2.0923  -2.5121  -9.6271  0.36
H  -0.2799  -1.3531  -8.4097  -0.08
H  -1.1032  -0.2276  -9.4957  0.06
C  -1.3108  3.4229  -11.8075  -1.10
C  -2.1898  4.1753  -10.8138  -0.43
C  -2.8043  3.2602  -9.7511  -0.30
C  -3.6631  2.2331  -10.3970  0.21
N  -4.3342  1.4474  -10.9003  -0.46
H  -1.8846  2.6872  -12.3749  0.35
H  -0.8717  4.1163  -12.5268  0.33
H  -0.4960  2.9034  -11.2959  0.27
H  -2.9835  4.6911  -11.3608  0.29
H  -1.5904  4.9430  -10.3180  0.31
H  -3.4119  3.8435  -9.0569  0.29
H  -2.0212  2.7596  -9.1772  0.25

Forces on the atoms, in the same order (eV/Å):
C -0.217 0.500 -0.171
C 1.538 -1.745 -1.333
S -1.063 1.384 0.853
C 0.757 -1.646 -0.289
C -0.245 -1.048 0.901
P 0.688 0.162 0.036
S 0.001 -0.012 -0.979
C 1.538 0.263 -0.097
C 0.452 0.294 -0.896
C 1.149 0.278 -1.115
C -0.939 0.623 0.134
O 0.146 0.346 1.664
C 0.828 -1.607 -0.059
C -0.155 -0.023 -0.023
O -0.559 -0.027 -0.104
C 0.163 2.513 0.859
F -0.837 -0.078 -0.646
C 0.763 -0.570 0.881
C -0.598 0.178 -0.449
O -0.779 -1.280 -1.252
S -2.654 4.794 -1.076
O 1.204 -2.291 0.428
O 0.919 -2.631 1.155
C 0.454 -1.155 -0.037
C -0.869 -0.775 -1.892
C -1.109 -2.797 -1.692
C -0.344 -1.554 0.830
C 0.333 0.017 1.731
C 0.821 2.488 0.566
C 0.121 0.823 -1.430
C -0.221 0.129 -0.685
P -0.162 2.122 2.200
C -0.856 -0.840 -0.537
C -1.277 -1.559 -0.667
H 0.527 0.566 0.857
H 0.538 0.170 -0.747
H -0.853 0.087 0.469
H -0.909 -0.260 0.621
H -0.113 -0.227 -1.074
H -0.939 0.709 -0.179
H 0.357 1.117 0.208
H -0.825 -0.023 0.235
H 0.175 0.923 0.312
H 0.337 -0.039 1.222
H -0.109 -1.106 0.480
H -0.475 0.857 0.115
H -0.985 -0.230 -0.327
H -0.376 -0.749 -0.089
H 0.910 -0.550 0.512
H -1.372 0.675 -0.151
H 0.284 0.021 -0.877
H 0.271 0.818 0.338
H 0.042 -0.915 -1.120
H 0.510 -0.889 -0.208
H -0.723 -0.010 0.429
H -0.456 -0.990 0.132
H -0.785 0.737 -0.089
H 0.858 0.147 -0.513
H -0.125 0.708 1.110
H 0.894 0.528 0.934
H 0.001 -0.541 0.864
H 0.298 0.348 1.148
H 0.314 0.827 0.729
H 0.273 1.055 -0.560
H -0.036 0.124 -1.167
H 1.161 0.079 -0.298
H 0.096 0.665 0.901
H 0.590 -1.055 -0.206
H 0.893 -0.053 -0.915
H 0.756 0.432 0.584
H -0.331 0.810 -0.337
C -0.012 0.042 0.013
C -0.254 0.069 -0.096
C -0.266 -0.392 -0.117
C 0.372 0.503 0.242
N -0.045 0.099 0.015
H 0.036 0.027 0.010
H 0.047 -0.009 -0.034
H -0.025 -0.030 -0.003
H 0.108 0.056 0.014
H 0.093 -0.105 0.070
H -0.004 -0.106 -0.063
H 0.003 -0.108 -0.052
C 0.045 -0.046 -0.028
C 0.340 0.040 -0.082
C 0.159 -0.241 0.478
C -0.333 0.101 -0.575
N 0.045 -0.038 -0.054
H -0.069 0.033 -0.029
H -0.011 0.072 -0.010
H 0.035 -0.041 0.026
H -0.170 0.052 0.007
H -0.138 -0.020 0.058
H 0.005 0.047 0.103
H 0.025 -0.001 0.107
C 0.024 0.032 0.025
C 0.278 0.172 -0.222
C -0.317 0.490 -0.093
C 0.352 -0.490 0.271
N 0.153 0.050 0.191
H 0.009 -0.091 -0.034
H -0.025 -0.060 -0.035
H -0.024 0.064 -0.008
H -0.018 -0.093 0.086
H -0.131 -0.037 0.123
H -0.106 -0.074 -0.086
H -0.096 0.050 -0.003
C -0.068 -0.021 -0.016
C -0.085 -0.198 -0.279
C 0.227 -0.510 0.124
C -0.346 0.563 -0.051
N -0.101 -0.053 -0.004
H 0.004 0.076 0.011
H 0.046 0.043 -0.011
H 0.003 -0.054 0.017
H -0.011 0.109 0.043
H 0.047 0.041 0.131
H 0.146 -0.005 0.017
H 0.080 -0.061 0.052
C 0.007 -0.026 -0.044
C 0.020 -0.284 -0.200
C -0.492 -0.072 -0.228
C 0.637 0.177 0.165
N 0.422 0.012 -0.267
H 0.039 0.020 0.043
H 0.002 0.002 0.064
H -0.038 0.007 -0.037
H 0.058 0.082 0.084
H -0.055 0.119 0.073
H -0.114 -0.023 0.100
H -0.111 0.015 0.018
C -0.081 -0.075 -0.073
C -0.174 -0.125 -0.351
C 0.476 -0.253 -0.276
C -0.491 0.117 0.442
N -0.042 -0.037 0.030
H -0.007 0.040 0.072
H -0.018 0.071 0.001
H 0.016 -0.044 -0.011
H 0.008 0.078 0.117
H 0.086 0.057 0.077
H 0.025 0.195 -0.197
H 0.093 0.015 -0.020
C 0.030 0.023 -0.025
C 0.208 0.053 -0.268
C -0.305 -0.178 -0.451
C 0.191 0.239 0.464
N 0.151 0.109 0.031
H 0.007 -0.004 0.078
H 0.019 -0.043 0.051
H -0.024 0.002 -0.053
H -0.019 -0.014 0.132
H -0.102 -0.037 0.081
H -0.040 -0.146 0.003
H -0.073 -0.054 -0.029

Calculated values
HOMO-LUMO gap (eV): 7.90
E (eV): -128745.173
E_LUMO (eV): 0.2
Maximum force (eV Å⁻¹): 5.58